Entry 1:
{"formula": "C23H28FN3O6S", "method": "ωB97M-V/def2-TZVPD", "homo_lumo_gap_ev": 2.20, "e_homo_ha": 0.0612, "molar_mass_g_mol": 493.557, "max_force_ev_per_a": 1.8, "e_above_lowest_kj_mol": 0.00, "multiplicity": 1, "charge": -2, "elements": ["C", "C", "C", "N", "C", "C", "C", "C", "C", "N", "C", "F", "C", "C", "S", "C", "C", "C", "C", "O", "O", "C", "C", "C", "N", "C", "C", "O", "C", "O", "H", "H", "H", "H", "H", "H", "H", "H", "H", "H", "H", "H", "H", "H", "H", "H", "H", "H", "H", "H", "H", "H", "H", "H", "O", "C", "C", "O", "H", "H", "H", "H"], "xyz": [[-0.685, -5.532, 1.294], [-1.731, -4.524, 1.887], [-1.352, -3.116, 1.399], [-2.305, -2.060, 1.808], [-2.527, -1.089, 0.775], [-3.795, -0.961, 0.235], [-4.061, -0.064, -0.794], [-5.483, 0.000, -1.374], [-6.445, 0.451, -0.281], [-7.615, 0.904, -0.498], [-3.073, 0.741, -1.308], [-3.311, 1.626, -2.293], [-1.773, 0.647, -0.796], [-1.531, -0.255, 0.235], [0.137, -0.313, 0.868], [1.068, 0.001, -0.641], [2.291, -0.612, -0.852], [2.975, -0.399, -2.029], [4.309, -1.115, -2.270], [4.343, -2.324, -1.530], [5.063, -2.107, -0.337], [2.397, 0.450, -2.981], [1.186, 1.054, -2.753], [0.484, 0.842, -1.560], [-0.792, 1.484, -1.407], [-0.700, 2.836, -0.798], [0.500, 3.083, 0.137], [0.295, 4.468, 0.590], [1.337, 4.927, 1.359], [2.410, 5.268, 0.939], [-0.180, -5.032, 0.450], [-1.153, -6.438, 0.887], [0.098, -5.803, 2.014], [-2.732, -4.855, 1.580], [-1.642, -4.569, 2.982], [-1.181, -3.091, 0.315], [-0.377, -2.880, 1.861], [-2.019, -1.623, 2.676], [-4.627, -1.581, 0.576], [-5.811, -1.001, -1.707], [-5.502, 0.639, -2.265], [-6.071, 0.407, 0.758], [-8.005, 1.124, 0.420], [2.668, -1.262, -0.068], [4.373, -1.395, -3.336], [5.163, -0.458, -2.055], [4.597, -2.582, 0.366], [2.943, 0.582, -3.918], [0.760, 1.686, -3.536], [-0.730, 3.641, -1.553], [-1.612, 2.979, -0.192], [1.479, 3.056, -0.361], [0.485, 2.459, 1.038], [1.125, 5.036, 2.448], [6.117, 2.543, 2.479], [4.896, 2.754, 1.919], [4.193, 1.409, 1.482], [2.962, 1.609, 0.900], [4.882, 3.398, 1.001], [4.141, 3.272, 2.570], [4.195, 0.780, 2.407], [4.951, 0.887, 0.845]], "forces_ev_per_angstrom": [[-0.1, 0.5, -0.2], [0.8, -0.6, -0.5], [0.3, 0.0, 1.2], [0.0, -0.3, -0.7], [-0.4, 0.4, -0.1], [-0.1, 0.0, 0.0], [-1.5, 0.1, -1.0], [0.3, -0.2, 0.6], [-0.2, 0.4, -0.2], [0.5, -0.3, 0.2], [0.9, -0.4, 0.8], [-0.3, -0.2, 0.0], [-0.5, 0.5, -0.7], [1.2, -0.2, 0.1], [0.3, 0.1, -0.1], [-1.2, 0.1, 0.7], [0.0, -0.1, 0.5], [0.2, 0.0, 0.0], [-0.9, 0.7, -0.1], [-0.1, -0.7, -0.7], [1.2, 0.5, 0.6], [0.9, -0.5, 0.0], [-0.3, 0.4, -0.4], [0.4, 0.0, -1.1], [0.6, -0.2, 1.0], [-0.4, 0.5, 0.5], [-0.2, 0.6, -0.2], [0.2, -0.1, 0.5], [1.2, 0.5, -0.1], [-1.2, -0.2, 0.0], [-0.1, -0.3, 0.2], [0.1, 0.1, 0.3], [-0.3, 0.0, -0.2], [0.1, 0.4, 0.2], [-0.4, 0.1, -0.2], [-0.3, 0.0, 0.2], [-0.1, -0.3, -0.4], [0.1, 0.0, -0.1], [0.4, 0.0, 0.1], [0.2, 0.2, 0.2], [-0.3, 0.0, 0.4], [0.2, -0.2, -0.4], [-0.3, 0.1, -0.2], [0.1, 0.2, -0.2], [0.0, -0.1, 0.3], [-0.2, -0.3, 0.3], [-0.5, 0.1, -0.4], [-0.3, 0.2, 0.1], [0.0, -0.1, 0.3], [0.2, -0.5, 0.0], [0.3, 0.0, -0.2], [-0.2, -0.5, 0.3], [0.3, -0.1, -0.5], [-0.3, -0.3, -0.5], [0.1, 0.5, 0.1], [0.3, -1.0, 0.0], [-0.1, 0.9, 0.0], [-0.5, -0.7, -0.2], [0.2, 0.0, -0.2], [0.0, -0.1, 0.3], [-0.3, 0.0, 0.1], [-0.1, 0.1, -0.3]]}


Entry 2:
{"formula": "C23H28GeO7P2PdSe2", "method": "ωB97M-V/def2-TZVPD", "homo_lumo_gap_ev": 8.62, "e_homo_ha": -0.3271, "molar_mass_g_mol": 815.368, "max_force_ev_per_a": 0.6, "e_above_lowest_kj_mol": 0.00, "multiplicity": 1, "charge": 0, "elements": ["Pd", "O", "P", "O", "O", "O", "P", "O", "O", "O", "H", "H", "C", "Se", "C", "C", "Se", "C", "H", "H", "H", "H", "H", "H", "H", "H", "H", "H", "C", "Ge", "C", "C", "C", "C", "C", "C", "C", "C", "C", "C", "C", "C", "C", "C", "C", "C", "C", "C", "H", "H", "H", "H", "H", "H", "H", "H", "H", "H", "H", "H", "H", "H", "H", "H"], "xyz": [[0.996, 1.567, -0.594], [0.099, 1.825, -3.804], [1.684, 2.045, -3.435], [2.468, 2.061, -4.671], [1.981, 1.057, -2.325], [1.554, 3.509, -2.725], [2.387, 4.122, -1.467], [1.318, 5.276, -1.038], [3.678, 4.705, -1.831], [2.302, 3.099, -0.330], [0.017, 1.894, -4.762], [1.624, 6.121, -1.386], [-3.293, 0.661, -0.083], [-2.039, 0.834, -1.555], [-1.786, 2.774, -1.443], [-1.593, 3.405, -0.070], [-0.437, 2.381, 1.141], [0.508, 3.863, 1.949], [-3.799, -0.293, -0.190], [-4.001, 1.478, -0.207], [-2.791, 0.712, 0.877], [-2.676, 3.182, -1.926], [-0.933, 2.943, -2.098], [-2.541, 3.568, 0.440], [-1.091, 4.363, -0.214], [0.958, 4.460, 1.164], [1.285, 3.430, 2.573], [-0.192, 4.430, 2.557], [-0.335, 0.106, -1.012], [-0.113, -1.384, 0.281], [1.811, -1.370, 0.557], [2.593, -2.303, -0.121], [3.979, -2.245, -0.067], [4.606, -1.250, 0.665], [3.844, -0.315, 1.352], [2.461, -0.377, 1.296], [-1.160, -1.307, 1.930], [-0.639, -0.813, 3.126], [-1.398, -0.804, 4.289], [-2.693, -1.300, 4.279], [-3.220, -1.822, 3.106], [-2.456, -1.828, 1.948], [-0.605, -3.048, -0.626], [-0.956, -4.176, 0.117], [-1.266, -5.377, -0.506], [-1.228, -5.471, -1.890], [-0.873, -4.362, -2.645], [-0.564, -3.164, -2.016], [0.006, -0.302, -1.967], [2.119, -3.082, -0.707], [4.569, -2.971, -0.611], [5.686, -1.192, 0.692], [4.326, 0.477, 1.911], [1.893, 0.384, 1.818], [0.377, -0.444, 3.164], [-0.973, -0.415, 5.206], [-3.284, -1.295, 5.186], [-4.221, -2.235, 3.096], [-2.873, -2.268, 1.048], [-0.987, -4.124, 1.199], [-1.534, -6.240, 0.090], [-1.469, -6.406, -2.378], [-0.832, -4.430, -3.724], [-0.277, -2.318, -2.631]], "forces_ev_per_angstrom": [[-0.3, -0.2, 0.0], [0.0, 0.0, 0.1], [-0.1, 0.4, -0.4], [0.0, 0.0, 0.1], [0.0, -0.2, 0.4], [0.2, -0.2, -0.1], [0.0, -0.1, 0.3], [0.0, 0.0, 0.0], [0.0, 0.1, -0.1], [0.3, 0.5, -0.3], [0.0, 0.0, 0.0], [0.0, 0.0, 0.0], [0.1, 0.0, -0.1], [0.0, 0.0, 0.0], [0.0, 0.0, 0.0], [-0.1, 0.0, 0.0], [0.0, 0.0, 0.0], [0.0, 0.1, 0.0], [0.0, 0.0, 0.0], [-0.1, 0.0, 0.0], [0.0, 0.0, 0.0], [0.0, 0.0, 0.0], [0.0, 0.0, 0.0], [0.0, 0.0, 0.0], [0.0, 0.0, 0.0], [0.0, 0.0, 0.0], [0.0, 0.0, 0.0], [0.0, 0.0, 0.0], [0.0, -0.1, 0.2], [-0.1, -0.1, -0.3], [0.2, 0.0, 0.1], [-0.1, -0.1, 0.0], [0.0, 0.0, 0.0], [0.0, 0.0, 0.0], [0.0, 0.0, 0.0], [0.0, 0.0, 0.0], [0.0, 0.0, 0.1], [0.0, 0.0, 0.0], [0.0, 0.0, 0.0], [0.0, 0.0, 0.0], [0.0, 0.0, 0.0], [0.0, 0.0, 0.0], [-0.1, 0.0, 0.0], [0.0, 0.0, 0.0], [0.0, 0.0, 0.0], [0.0, 0.0, 0.0], [0.0, 0.0, 0.0], [0.0, 0.0, 0.0], [0.1, 0.1, 0.0], [0.0, 0.0, 0.0], [0.0, 0.0, 0.0], [0.0, 0.0, 0.0], [0.0, 0.0, 0.0], [0.0, 0.0, 0.0], [0.0, 0.0, 0.0], [0.0, 0.0, 0.0], [0.0, 0.0, 0.0], [0.0, 0.0, 0.0], [0.0, 0.0, 0.0], [0.0, 0.0, 0.0], [0.0, 0.0, 0.0], [0.0, 0.0, 0.0], [0.0, 0.0, 0.0], [0.0, 0.0, 0.0]]}


Entry 3:
{"formula": "C23H28N2O4", "method": "ωB97M-V/def2-TZVPD", "homo_lumo_gap_ev": 8.87, "e_homo_ha": -0.3040, "molar_mass_g_mol": 396.487, "max_force_ev_per_a": 19.7, "e_above_lowest_kj_mol": 2210.27, "multiplicity": 1, "charge": 0, "elements": ["C", "H", "O", "C", "C", "C", "C", "C", "C", "H", "H", "H", "C", "H", "H", "C", "N", "C", "O", "C", "C", "N", "C", "O", "C", "C", "H", "H", "H", "H", "C", "C", "C", "C", "C", "C", "C", "H", "O", "C", "H", "H", "H", "H", "H", "H", "H", "H", "H", "H", "H", "H", "H", "H", "H", "H", "H"], "xyz": [[-0.786, -2.608, 2.429], [-0.265, -1.631, 2.569], [-0.961, -2.657, 0.946], [-0.032, -2.735, 0.054], [1.263, -2.628, 0.261], [2.165, -2.505, -0.518], [1.777, -2.751, -1.729], [0.525, -2.852, -2.355], [-0.481, -2.890, -1.351], [-1.418, -3.170, -1.513], [0.216, -2.839, -3.245], [2.521, -2.502, -2.766], [3.662, -2.284, -0.305], [3.794, -2.134, 0.920], [4.320, -2.787, -0.835], [3.922, -0.681, -0.437], [3.022, 0.114, -0.041], [2.887, 0.617, 1.276], [3.890, 0.518, 1.946], [1.668, 1.553, 1.689], [0.375, 1.128, 0.734], [0.264, 1.709, -0.387], [1.027, 2.826, -0.951], [0.767, 3.200, -1.951], [2.109, 3.475, -0.363], [2.047, 3.022, 1.351], [2.878, 3.111, 1.893], [1.162, 3.726, 1.743], [2.985, 2.879, -0.381], [2.154, 4.343, -0.227], [-0.648, 1.123, -1.415], [-2.053, 1.151, -0.871], [-2.475, 2.486, -0.446], [-3.764, 2.466, 0.119], [-4.531, 1.419, 0.468], [-3.983, 0.407, 0.214], [-2.753, 0.065, -0.596], [-2.385, -0.900, -0.378], [-4.859, -0.782, 0.542], [-4.572, -2.008, 0.270], [-3.427, -2.498, 0.797], [-4.518, -2.175, -0.673], [-5.347, -2.826, 0.576], [-5.512, 1.442, 0.962], [-4.224, 3.642, 0.289], [-1.759, 3.247, -0.740], [-0.535, 1.410, -2.290], [-0.299, -0.198, -1.466], [-0.414, 1.632, 1.268], [0.172, 0.109, 0.840], [1.568, 1.376, 2.593], [2.222, 0.482, -0.749], [4.261, -0.476, -1.745], [5.010, -0.464, 0.002], [1.646, -2.355, 1.557], [-0.106, -3.288, 2.902], [-1.815, -2.779, 2.788]], "forces_ev_per_angstrom": [[0.3, 1.5, -2.0], [-1.2, -0.3, 0.6], [-2.5, -0.8, 3.3], [-2.5, -0.8, -4.8], [-5.1, 1.2, 16.1], [11.9, -0.1, -6.3], [1.7, 1.3, -13.1], [0.3, -0.2, 11.5], [5.1, 0.7, 2.3], [-4.2, -0.6, -0.7], [-1.3, -0.2, -7.3], [-1.0, -0.9, 3.4], [-4.2, 6.4, 7.0], [0.0, -1.9, -2.8], [2.9, -2.7, -2.2], [9.6, -5.1, -6.8], [-10.0, 7.0, 1.0], [1.4, 1.2, -1.7], [-0.4, -0.2, 1.6], [0.9, -0.2, -12.9], [1.1, 0.1, 10.7], [1.7, 4.3, -11.4], [0.2, -5.6, 9.3], [-4.4, 4.4, -13.2], [1.9, -14.3, 7.0], [-6.1, 0.7, -1.9], [3.7, 1.6, 1.7], [2.0, -1.5, -0.4], [1.4, 0.1, -1.6], [0.7, 13.1, 0.6], [0.4, -7.7, 9.3], [2.2, 3.1, -0.1], [-2.0, -3.5, -0.6], [1.9, 9.7, -0.7], [-6.8, 10.3, 3.6], [5.4, -18.3, -4.9], [-3.9, 0.9, 3.8], [0.5, -1.1, -0.9], [-0.4, 5.6, 1.8], [2.9, -5.9, 5.9], [-3.1, 1.5, -1.4], [1.0, -1.2, -6.6], [0.9, 1.9, 0.3], [0.6, 0.3, -0.4], [1.2, -3.5, -0.2], [-0.9, 0.6, 0.4], [1.2, 3.3, -7.8], [-1.0, 3.8, 0.1], [-1.0, -0.6, 1.9], [0.0, -2.0, -0.6], [-1.6, -1.3, 8.6], [2.4, -1.6, 2.3], [-1.3, -0.4, 3.6], [-2.4, -0.5, -0.5], [-1.4, -1.0, -3.6], [0.3, -1.1, -0.4], [0.7, 0.7, 0.0]]}


Entry 4:
{"formula": "C23H28N2O5", "method": "ωB97M-V/def2-TZVPD", "homo_lumo_gap_ev": 9.11, "e_homo_ha": -0.3105, "molar_mass_g_mol": 412.486, "smiles": "CCOc1cc(C(=O)NCc2ccc(C)cc2)ccc1OCC(=O)N1CCOCC1", "max_force_ev_per_a": 0.5, "e_above_lowest_kj_mol": 212.43, "multiplicity": 1, "charge": 0, "elements": ["C", "C", "H", "H", "O", "C", "C", "C", "C", "C", "C", "O", "C", "C", "O", "N", "C", "H", "C", "H", "O", "C", "H", "C", "H", "H", "H", "H", "H", "H", "H", "H", "H", "C", "O", "N", "H", "C", "C", "C", "C", "C", "C", "C", "H", "H", "C", "H", "H", "H", "H", "H", "H", "H", "H", "H", "H", "H"], "xyz": [[2.070, 1.125, 3.354], [1.337, 1.195, 2.024], [1.220, 2.239, 1.698], [0.344, 0.738, 2.119], [2.111, 0.476, 1.081], [1.559, 0.125, -0.110], [0.401, 0.702, -0.617], [-0.104, 0.342, -1.862], [0.554, -0.619, -2.616], [1.707, -1.198, -2.126], [2.219, -0.854, -0.880], [3.375, -1.499, -0.524], [3.629, -1.788, 0.838], [2.473, -2.464, 1.580], [2.166, -2.102, 2.702], [1.810, -3.446, 0.937], [2.218, -4.146, -0.262], [3.089, -3.680, -0.715], [2.532, -5.605, 0.099], [2.752, -6.182, -0.801], [1.432, -6.234, 0.711], [1.049, -5.555, 1.886], [0.187, -6.093, 2.283], [0.688, -4.097, 1.589], [0.469, -3.559, 2.511], [-0.175, -4.060, 0.917], [1.868, -5.584, 2.621], [3.403, -5.634, 0.773], [1.387, -4.122, -0.976], [4.498, -2.455, 0.828], [3.885, -0.885, 1.400], [2.239, -1.941, -2.700], [0.154, -0.905, -3.575], [-1.361, 0.947, -2.394], [-2.209, 0.300, -2.977], [-1.463, 2.281, -2.190], [-0.717, 2.772, -1.725], [-2.639, 3.044, -2.548], [-3.232, 3.726, -1.345], [-3.522, 5.083, -1.355], [-4.055, 5.697, -0.236], [-4.302, 4.974, 0.924], [-4.008, 3.616, 0.932], [-3.482, 2.999, -0.187], [-3.265, 1.940, -0.171], [-4.196, 3.035, 1.824], [-4.894, 5.644, 2.127], [-4.487, 6.645, 2.252], [-5.974, 5.735, 2.007], [-4.701, 5.068, 3.028], [-4.277, 6.754, -0.262], [-3.333, 5.664, -2.247], [-3.345, 2.322, -2.973], [-2.387, 3.782, -3.318], [-0.124, 1.436, -0.025], [2.202, 0.082, 3.630], [1.493, 1.634, 4.122], [3.046, 1.596, 3.270]], "forces_ev_per_angstrom": [[-0.1, -0.1, -0.4], [-0.2, 0.2, 0.4], [-0.1, -0.2, 0.0], [0.1, 0.0, -0.1], [0.2, -0.2, -0.3], [0.1, -0.1, -0.1], [0.0, 0.0, 0.0], [0.2, -0.3, 0.1], [-0.2, 0.1, 0.1], [0.1, 0.1, 0.2], [-0.2, 0.0, -0.1], [0.0, 0.3, -0.2], [0.2, 0.1, 0.4], [0.1, 0.1, -0.2], [0.1, 0.1, 0.3], [-0.3, -0.2, -0.1], [0.3, -0.5, -0.1], [-0.1, 0.0, 0.0], [0.1, 0.3, -0.2], [0.1, 0.1, 0.0], [-0.1, -0.1, -0.1], [-0.2, 0.3, 0.1], [0.1, 0.1, 0.0], [-0.1, -0.2, 0.3], [0.0, -0.1, -0.1], [0.0, 0.0, 0.0], [-0.1, 0.0, 0.0], [0.0, 0.0, -0.1], [0.1, 0.0, 0.0], [-0.1, 0.0, 0.0], [-0.1, -0.3, -0.1], [0.1, -0.1, 0.0], [-0.1, 0.0, -0.1], [0.2, 0.1, 0.0], [-0.1, -0.2, -0.1], [0.0, 0.4, 0.1], [0.0, -0.1, -0.1], [-0.1, -0.1, -0.1], [0.0, 0.1, 0.0], [0.0, -0.1, -0.1], [0.0, 0.0, 0.1], [0.0, 0.1, 0.0], [0.0, 0.0, 0.0], [0.0, 0.0, -0.1], [0.0, -0.1, 0.0], [0.0, -0.1, 0.1], [-0.1, 0.0, 0.0], [0.0, 0.1, 0.1], [-0.1, 0.0, 0.1], [0.0, 0.0, 0.1], [0.0, 0.1, 0.0], [0.0, 0.1, -0.1], [0.1, 0.2, 0.0], [-0.1, -0.1, 0.1], [0.0, 0.1, 0.1], [0.0, 0.0, 0.1], [0.0, 0.1, 0.1], [0.1, 0.1, 0.0]]}